(1)
{"formula": "C14H44CoO12", "method": "ωB97M-V/def2-TZVPD", "symbols": ["Co", "C", "O", "O", "O", "C", "C", "O", "H", "H", "H", "H", "H", "H", "C", "C", "O", "H", "H", "H", "H", "H", "H", "C", "C", "O", "H", "H", "H", "H", "H", "H", "C", "C", "O", "H", "H", "H", "H", "H", "H", "C", "O", "H", "H", "H", "H", "C", "O", "H", "H", "H", "H", "C", "O", "H", "H", "H", "H", "C", "O", "H", "H", "H", "H", "C", "O", "H", "H", "H", "H"], "positions_angstrom": [[-11.0389, 23.1235, -25.8475], [-12.4229, 24.7579, -27.2049], [-11.5034, 25.0520, -26.3674], [-12.5685, 23.4628, -27.1541], [-12.9843, 25.5179, -27.9805], [-10.9279, 24.5473, -21.9849], [-11.9043, 24.6010, -23.1486], [-11.7969, 23.3867, -23.8620], [-11.0538, 25.4143, -21.3338], [-9.8775, 24.5188, -22.2755], [-11.0687, 23.7261, -21.2782], [-11.6865, 25.4202, -23.8325], [-12.9334, 24.7340, -22.8124], [-11.8418, 22.6746, -23.2167], [-9.3293, 29.4682, -26.5392], [-10.5000, 28.4872, -26.2907], [-9.9209, 27.2689, -25.9592], [-8.7230, 29.0856, -27.3601], [-8.6836, 29.5123, -25.6606], [-9.6563, 30.4967, -26.6920], [-11.1537, 28.4725, -27.1653], [-11.0785, 28.8826, -25.4512], [-10.5459, 26.5331, -25.9641], [-15.6872, 29.0687, -25.8721], [-15.1638, 27.8946, -26.6174], [-14.0056, 27.4125, -26.0009], [-16.5862, 29.4495, -26.3594], [-14.9331, 29.8549, -25.8285], [-16.0105, 28.7804, -24.8709], [-14.9081, 28.1514, -27.6474], [-15.9680, 27.1534, -26.6238], [-13.5114, 26.9532, -26.6892], [-10.4272, 19.3649, -26.6703], [-11.0775, 19.8861, -25.3859], [-11.7006, 21.1012, -25.7459], [-11.1847, 19.2010, -27.4391], [-9.9018, 18.4166, -26.5566], [-9.7560, 20.1002, -27.1158], [-10.3319, 20.1059, -24.6217], [-11.8171, 19.1948, -24.9815], [-12.2148, 20.8837, -26.5402], [-15.1980, 23.9887, -25.2299], [-15.0098, 22.7979, -25.9262], [-14.2473, 24.2787, -24.7744], [-15.3758, 24.7720, -25.9726], [-16.0236, 23.8836, -24.5293], [-14.1552, 22.7881, -26.3705], [-16.2018, 24.3202, -28.9429], [-15.5645, 25.5828, -29.0342], [-16.5018, 24.0394, -27.9300], [-17.1119, 24.2930, -29.5408], [-15.4896, 23.5570, -29.2640], [-14.6760, 25.4696, -28.6740], [-13.6575, 28.0146, -30.5058], [-12.6713, 27.8582, -29.4916], [-13.6137, 28.9800, -31.0079], [-13.4681, 27.2595, -31.2717], [-14.6251, 27.8663, -30.0255], [-12.8036, 27.1090, -28.9024], [-11.8991, 21.0397, -29.6566], [-12.7717, 21.0853, -28.5403], [-11.1384, 20.2809, -29.4556], [-12.3375, 20.7705, -30.6179], [-11.3604, 21.9770, -29.7973], [-12.8434, 22.0169, -28.2942], [-11.7964, 24.5834, -30.9828], [-13.0090, 24.2007, -30.3825], [-11.7017, 25.6698, -31.0662], [-10.9854, 24.2027, -30.3574], [-11.6717, 24.2944, -32.0266], [-13.0185, 24.5575, -29.4835]], "s2": 3.757, "e_above_lowest_kj_mol": 0.00, "e_tot_ev": -77426.16666, "homo_lumo_gap_ev": [7.489, 7.320], "multiplicity": 4}

=====

(2)
{"formula": "C40H30F6GeIN4O10S2Zr", "method": "ωB97M-V/def2-TZVPD", "symbols": ["Zr", "O", "C", "O", "C", "C", "C", "C", "C", "N", "C", "O", "O", "H", "H", "H", "H", "F", "C", "F", "F", "S", "O", "O", "N", "S", "O", "O", "C", "F", "F", "F", "C", "Ge", "C", "C", "C", "C", "C", "C", "C", "C", "C", "C", "C", "C", "C", "C", "C", "C", "C", "C", "H", "H", "H", "H", "H", "H", "H", "H", "H", "H", "H", "H", "H", "H", "H", "H", "I", "C", "C", "C", "C", "C", "C", "C", "O", "O", "H", "H", "H", "H", "N", "C", "C", "C", "C", "C", "N", "H", "H", "H", "H", "H", "H"], "positions_angstrom": [[1.2754, -0.7206, -0.4790], [1.5557, -2.9790, 3.1109], [1.1280, -2.4737, 1.9123], [1.6891, -1.3147, 1.5386], [0.1588, -3.0048, 1.1459], [-0.3979, -4.3419, 1.1723], [-1.0367, -4.8114, 0.0843], [-1.1686, -3.9842, -1.1068], [-0.7702, -2.7019, -1.0415], [-0.2285, -2.1198, 0.0912], [-0.8181, -1.7341, -2.1998], [-1.2267, -2.0424, -3.2966], [-0.3462, -0.5515, -1.8535], [2.3398, -2.4647, 3.3387], [-0.2544, -4.9522, 2.0551], [-1.4311, -5.8201, 0.0791], [-1.5682, -4.3656, -2.0348], [4.4926, -1.9437, 2.1682], [4.5423, -1.5069, 0.9094], [3.7032, -2.2407, 0.1827], [5.7752, -1.7097, 0.4610], [4.2353, 0.3678, 0.9283], [2.9647, 0.6617, 0.2208], [4.2463, 0.7003, 2.3139], [5.4202, 0.9929, 0.1544], [5.3855, 0.8889, -1.4380], [5.0611, 2.1401, -2.0505], [4.7476, -0.3125, -1.8926], [7.1923, 0.6708, -1.7450], [7.4126, 0.7505, -3.0566], [7.8975, 1.6236, -1.1384], [7.6151, -0.5129, -1.3144], [-0.2266, 0.9650, 0.5277], [-2.1694, 0.4710, 0.6323], [-3.0745, 2.1981, 1.0069], [-2.4191, 3.2919, 1.5713], [-3.0958, 4.4717, 1.8580], [-4.4504, 4.5778, 1.5810], [-5.1197, 3.5018, 1.0138], [-4.4360, 2.3275, 0.7305], [-3.0777, -0.0908, -0.9983], [-3.9290, -1.1899, -1.0203], [-4.6548, -1.5019, -2.1653], [-4.5390, -0.7134, -3.2961], [-3.7006, 0.3947, -3.2811], [-2.9819, 0.7039, -2.1405], [-2.6953, -0.6415, 2.1679], [-3.0642, -0.0156, 3.3603], [-3.4177, -0.7593, 4.4779], [-3.4169, -2.1465, 4.4174], [-3.0653, -2.7819, 3.2358], [-2.7067, -2.0347, 2.1216], [-0.3014, 1.8957, -0.0404], [-1.3579, 3.2408, 1.7847], [-2.5620, 5.3082, 2.2934], [-4.9813, 5.4963, 1.7993], [-6.1760, 3.5788, 0.7862], [-4.9699, 1.4989, 0.2773], [-4.0323, -1.8192, -0.1462], [-5.2982, -2.3731, -2.1709], [-5.0878, -0.9658, -4.1947], [-3.5923, 1.0064, -4.1679], [-2.3170, 1.5601, -2.1510], [-3.0782, 1.0672, 3.4200], [-3.6959, -0.2540, 5.3950], [-3.6890, -2.7291, 5.2891], [-3.0528, -3.8632, 3.1756], [-2.4126, -2.5525, 1.2189], [1.3962, 3.5783, -6.4952], [1.7338, 1.8289, -5.3953], [1.7719, 1.8902, -4.0148], [1.9758, 0.7231, -3.2927], [2.1892, -0.4928, -3.9274], [2.1625, -0.5190, -5.3175], [1.9232, 0.6261, -6.0577], [2.4766, -1.8065, -3.2227], [3.1011, -2.6642, -3.8028], [1.9986, -1.9322, -2.0101], [1.6447, 2.8322, -3.4996], [2.0394, 0.8815, -2.2142], [2.3368, -1.4660, -5.8091], [1.8923, 0.5818, -7.1376], [1.3793, 3.1961, 0.9007], [1.1456, 2.3986, 1.9917], [1.6989, 2.6918, 3.2362], [1.4416, 1.8845, 4.3165], [0.6480, 0.7563, 4.1383], [0.1396, 0.4957, 2.8971], [0.3228, 1.3283, 1.8410], [2.1366, 3.8470, 1.0394], [1.4586, 2.7013, 0.0232], [2.3586, 3.5446, 3.3151], [1.8809, 2.1080, 5.2790], [0.4442, 0.0622, 4.9399], [-0.4431, -0.3866, 2.6896]], "charge": -1, "e_above_lowest_kj_mol": 284.98, "e_tot_ev": -172280.55022, "homo_lumo_gap_ev": 5.455}

=====

(3)
{"formula": "C34H94As3F18O34Ti", "method": "ωB97M-V/def2-TZVPD", "symbols": ["Ti", "As", "F", "F", "F", "F", "F", "F", "As", "F", "F", "F", "F", "F", "F", "As", "F", "F", "F", "F", "F", "F", "C", "O", "C", "O", "O", "C", "H", "H", "H", "H", "H", "H", "C", "O", "C", "O", "O", "C", "H", "H", "H", "H", "H", "H", "C", "O", "C", "O", "O", "C", "H", "H", "H", "H", "H", "H", "C", "O", "C", "O", "O", "C", "H", "H", "H", "H", "H", "H", "C", "O", "C", "O", "O", "C", "H", "H", "H", "H", "H", "H", "C", "O", "C", "O", "O", "C", "H", "H", "H", "H", "H", "H", "C", "O", "C", "O", "O", "C", "H", "H", "H", "H", "H", "H", "C", "O", "H", "H", "H", "H", "C", "O", "H", "H", "H", "H", "C", "O", "H", "H", "H", "H", "C", "O", "H", "H", "H", "H", "C", "O", "H", "H", "H", "H", "C", "O", "H", "H", "H", "H", "C", "O", "H", "H", "H", "H", "C", "O", "H", "H", "H", "H", "C", "O", "H", "H", "H", "H", "C", "O", "H", "H", "H", "H", "C", "O", "H", "H", "H", "H", "C", "O", "H", "H", "H", "H", "C", "O", "H", "H", "H", "H"], "positions_angstrom": [[-3.3026, 2.1609, -2.4135], [-6.5238, -0.0019, -2.4583], [-5.0740, 1.0836, -2.4223], [-5.8144, -1.1427, -1.2539], [-7.9790, -1.0713, -2.5195], [-7.1096, 1.1462, -3.6844], [-5.6838, -0.9765, -3.7119], [-7.2054, 1.0280, -1.1711], [-0.0854, 0.4383, 0.6964], [1.3262, 1.1831, -0.1506], [-1.1470, 0.9704, -0.6401], [-1.5129, -0.1111, 1.5982], [1.0434, -0.0489, 2.0341], [-0.2895, 2.1260, 1.4093], [0.1402, -1.1161, -0.1229], [-1.8071, 4.9733, -4.8074], [-1.5166, 6.0610, -3.4327], [-0.1555, 4.2694, -4.5597], [-2.0201, 3.8625, -6.2445], [-3.4648, 5.6677, -5.0697], [-1.0600, 6.2324, -5.8523], [-2.5514, 3.6913, -3.6799], [6.8239, -0.8077, 1.4055], [6.1026, 0.3197, 1.0067], [6.6797, 1.3538, 0.4198], [7.8083, 1.4244, -0.0953], [5.8260, 2.3819, 0.3691], [4.4562, 2.3971, 0.8167], [7.5827, -0.5758, 2.1529], [7.3484, -1.3311, 0.6061], [6.1168, -1.4339, 1.9496], [3.7330, 2.2795, 0.0097], [4.3131, 3.3298, 1.3623], [4.2291, 1.6229, 1.5495], [-2.4754, 6.2510, -0.2684], [-1.2367, 5.5758, -0.3770], [-1.1218, 4.2868, -0.7829], [-2.0584, 3.5421, -1.1986], [0.1098, 3.9287, -0.9197], [1.2390, 4.7626, -0.7301], [-2.9534, 6.3456, -1.2434], [-2.3754, 7.3015, 0.0047], [-3.1562, 5.6876, 0.3697], [1.3776, 5.0020, 0.3242], [1.1691, 5.6978, -1.2858], [2.1161, 4.2097, -1.0665], [3.2141, -1.2908, 0.2564], [4.3192, -1.6084, -0.5268], [4.4102, -0.9759, -1.6852], [3.5522, -0.1913, -2.1244], [5.4755, -1.3955, -2.3376], [5.8667, -0.8208, -3.5810], [3.4449, -1.4350, 1.3119], [2.2700, -1.7031, -0.0994], [3.1752, -0.2033, 0.1932], [6.4948, -1.5068, -4.1492], [6.4935, 0.0442, -3.3643], [5.0473, -0.5747, -4.2564], [-4.4140, -0.3710, -7.2307], [-3.9419, 0.1745, -6.0038], [-4.3799, 1.3851, -5.5636], [-3.9155, 1.8099, -4.4773], [-5.2785, 1.9650, -6.3886], [-5.6770, 3.3349, -6.2543], [-4.2410, 0.2897, -8.0803], [-5.4874, -0.5528, -7.2842], [-3.8205, -1.2785, -7.3412], [-6.1263, 3.4695, -5.2704], [-6.4289, 3.6403, -6.9820], [-4.8177, 4.0001, -6.3390], [-2.9933, 3.2202, 2.6484], [-3.0796, 2.8921, 1.2949], [-3.7408, 1.8305, 0.8427], [-3.8094, 1.5798, -0.3826], [-4.3193, 1.1053, 1.8195], [-5.0173, -0.0736, 1.4621], [-2.0110, 2.9561, 3.0400], [-3.5766, 2.6502, 3.3715], [-3.1474, 4.2879, 2.8046], [-4.4274, -0.7411, 0.8340], [-5.9114, 0.1243, 0.8710], [-5.4559, -0.5500, 2.3389], [6.6132, 0.3379, 7.2212], [5.3389, -0.1251, 6.7939], [4.8309, 0.2133, 5.5821], [5.5036, 0.8029, 4.6895], [3.6004, -0.1638, 5.5701], [2.8011, -0.0011, 4.4558], [6.6633, 1.3851, 6.9229], [7.3955, -0.2955, 6.8029], [6.5419, 0.2023, 8.3004], [2.5358, 1.0446, 4.3004], [1.8293, -0.4690, 4.6138], [3.2614, -0.3934, 3.5490], [-2.8705, -2.6427, -0.0114], [-2.9012, -1.3461, -0.5918], [-2.8410, -1.1913, -1.9768], [-2.9264, -0.0265, -2.4980], [-2.7713, -2.3808, -2.6500], [-2.5792, -2.4959, -4.0497], [-2.2673, -3.3147, -0.6217], [-3.8440, -3.0693, 0.2303], [-2.2796, -2.5520, 0.9001], [-2.3530, -3.5551, -4.1723], [-1.6991, -1.9697, -4.4195], [-3.4499, -2.3244, -4.6826], [3.1995, -5.2303, 0.9377], [2.9088, -6.5315, 0.4135], [3.0144, -5.1581, 2.0094], [4.1499, -4.7332, 0.7433], [2.4559, -4.6204, 0.4247], [3.2246, -6.4005, -0.4836], [-0.9063, -6.4059, -0.0662], [0.0826, -6.3654, 0.9222], [-0.5068, -6.1907, -1.0573], [-1.5267, -7.2984, -0.1481], [-1.5877, -5.5618, 0.0405], [0.8935, -6.8267, 0.6957], [-0.0476, 4.7070, 3.4477], [-0.4539, 5.5993, 4.4938], [-0.7717, 4.8302, 2.6424], [0.9623, 4.8703, 3.0714], [-0.1319, 3.6803, 3.8037], [-0.6064, 6.4813, 4.1467], [0.3882, -4.0455, -2.5046], [0.4797, -4.3595, -3.8686], [0.7387, -3.0224, -2.3687], [-0.6668, -4.1350, -2.2456], [0.9656, -4.7497, -1.9056], [0.2394, -5.2858, -3.9447], [-1.6092, 0.3669, 4.6977], [-2.6831, -0.0529, 5.5743], [-1.1190, 1.2654, 5.0726], [-0.8955, -0.4569, 4.6858], [-1.9323, 0.6784, 3.7044], [-2.3424, -0.3867, 6.4074], [3.5571, 3.4660, 4.3898], [3.7011, 4.8194, 4.1797], [2.5858, 3.0933, 4.7153], [3.8015, 2.9350, 3.4698], [4.3042, 3.2067, 5.1399], [3.5865, 5.1698, 5.0661], [1.9513, -1.4855, -5.7143], [0.6475, -1.8898, -5.2884], [1.9767, -0.7862, -6.5501], [2.5032, -1.1130, -4.8514], [2.4654, -2.3771, -6.0734], [0.6907, -2.6877, -4.7565], [0.6915, -3.1426, 2.6602], [0.6879, -4.5234, 2.9629], [1.1007, -2.9164, 1.6756], [-0.3328, -2.7794, 2.7435], [1.3332, -2.5334, 3.2968], [0.4810, -5.0813, 2.2096], [-4.5187, -2.5904, 5.4890], [-4.0524, -2.0066, 4.3022], [-3.7048, -3.0425, 6.0559], [-4.9423, -1.8077, 6.1183], [-5.2872, -3.2918, 5.1642], [-3.4579, -1.3034, 4.5738], [2.4196, 2.5929, -3.6886], [1.4227, 1.9926, -2.8277], [3.0297, 3.3774, -3.2408], [3.0020, 1.7808, -4.1239], [1.9063, 2.9359, -4.5868], [1.9207, 1.6829, -2.0676], [-3.8359, -5.0331, 2.5422], [-4.7934, -3.9923, 2.3615], [-4.2524, -5.8624, 3.1141], [-3.5205, -5.4338, 1.5789], [-2.9871, -4.5902, 3.0630], [-4.6720, -3.3942, 3.1026], [4.4625, -3.3299, 4.5669], [4.5688, -3.0224, 3.1742], [3.5049, -3.0077, 4.9758], [4.4587, -4.4183, 4.6266], [5.2519, -2.7602, 5.0572], [5.3245, -3.4915, 2.8131], [-0.8809, 0.9481, -4.3730], [-1.1958, 1.7265, -3.1570], [-1.6751, 0.2490, -4.6350], [-0.5580, 1.6486, -5.1431], [-0.0274, 0.3264, -4.1026], [-0.2983, 1.9473, -2.8976]], "charge": 1, "e_tot_ev": -360937.97826, "homo_lumo_gap_ev": 3.506}